# 1
ORCA calculation (ωB97M-V/def2-TZVPD) on a molecular structure, C19H23CrF5NOP in a non-equilibrium geometry.

The geometry in XYZ format:
```
51
C19H23CrF5NOP ωB97M-V/def2-TZVPD
C -2.841 0.230 -4.044
C -2.615 -0.999 -3.430
C -1.822 -1.094 -2.271
C -1.291 0.063 -1.693
C -1.500 1.289 -2.332
C -2.296 1.375 -3.484
C -1.650 -2.455 -1.620
C -0.242 -3.028 -1.433
N 0.838 -2.020 -1.276
Cr -0.189 -0.139 0.055
C -0.875 2.573 -1.783
P 0.772 2.344 -1.139
H -3.044 -1.912 -3.845
H -2.454 2.356 -3.935
H -3.433 0.287 -4.951
H -1.490 3.019 -0.979
H -0.743 3.317 -2.579
H -2.142 -2.448 -0.636
H -2.185 -3.183 -2.237
H -0.254 -3.612 -0.502
C 1.409 3.611 -0.071
C 1.850 1.990 -2.496
H 0.015 -3.702 -2.272
C 1.405 -1.648 -2.584
C 1.914 -2.531 -0.404
H 0.383 1.424 0.418
H 1.861 -2.505 -3.102
H 0.623 -1.219 -3.211
H 2.164 -0.879 -2.426
H 2.499 -3.342 -0.861
H 2.571 -1.691 -0.160
H 1.461 -2.872 0.532
H 2.017 2.965 -2.985
H 2.800 1.569 -2.128
H 1.369 1.291 -3.199
H 1.532 4.509 -0.689
H 0.720 3.797 0.765
H 2.383 3.287 0.329
H 1.107 0.914 -0.083
F -0.663 -2.542 6.563
C -0.699 -2.267 5.253
C -0.674 -0.949 4.813
F -0.625 0.053 5.706
C -0.698 -0.665 3.468
F -0.664 0.640 3.063
C -0.782 -1.712 2.517
O -0.889 -1.544 1.225
C -0.805 -3.048 2.987
F -0.857 -4.059 2.079
C -0.764 -3.314 4.334
F -0.788 -4.592 4.757
```

## Properties
2S+1: 5
Kohn-Sham gap (alpha / beta) (eV): 6.37 / 6.11

Löwdin atomic charge list, values in e, 4 entries: atom 1 (C): -0.09, atom 2 (C): -0.05, atom 3 (C): -0.25, atom 4 (C): -0.16

# 2
ORCA calculation (ωB97M-V/def2-TZVPD) on a molecular structure, C19H23F5NPSTc in a non-equilibrium geometry.

The geometry in XYZ format:
```
51
C19H23F5NPSTc ωB97M-V/def2-TZVPD
C 0.193 3.338 -3.176
C 0.148 3.581 -1.802
C 0.124 2.520 -0.849
C 0.273 1.166 -1.298
C 0.142 0.979 -2.687
C 0.189 2.015 -3.623
C 0.156 3.089 0.542
C -0.877 2.870 1.673
N -2.133 2.127 1.655
Tc 1.277 -0.683 -0.685
C 0.041 -0.400 -3.241
P -0.613 -1.413 -1.780
H 0.160 4.633 -1.472
H 0.252 1.773 -4.692
H 0.225 4.175 -3.895
H 1.014 -0.837 -3.517
H -0.640 -0.472 -4.110
H 1.160 2.900 0.961
H 0.154 4.193 0.446
H -0.306 2.494 2.537
C -0.479 -3.155 -2.286
C -2.420 -1.075 -2.127
H -1.240 3.883 1.975
C -2.912 2.058 0.440
C -2.230 0.951 2.549
H 1.011 -2.366 -0.223
H -3.814 2.664 0.585
H -2.382 2.448 -0.444
H -3.241 1.040 0.190
H -2.917 1.213 3.357
H -2.612 0.057 2.044
H -1.267 0.683 3.011
H -2.802 -1.491 -3.081
H -3.049 -1.481 -1.327
H -2.617 0.007 -2.171
H -0.858 -3.414 -3.286
H 0.583 -3.425 -2.215
H -1.026 -3.761 -1.545
H 0.642 -1.844 0.338
F 3.564 -4.992 3.849
C 3.161 -3.827 3.333
C 3.763 -3.335 2.172
F 4.742 -4.039 1.561
C 3.333 -2.126 1.641
F 3.939 -1.635 0.521
C 2.285 -1.390 2.222
S 1.760 0.078 1.451
C 1.710 -1.902 3.412
F 0.708 -1.197 4.006
C 2.138 -3.099 3.962
F 1.586 -3.574 5.103
```

## Properties
Charge: +2
2S+1: 4
Kohn-Sham gap (alpha / beta) (eV): 6.26 / 5.78

Löwdin atomic charge list, values in e, 4 entries: atom 1 (C): -0.03, atom 2 (C): -0.03, atom 3 (C): -0.24, atom 4 (C): -0.18

# 3
ORCA calculation (ωB97M-V/def2-TZVPD) on a molecular structure, C19H23F5NPTc in a non-equilibrium geometry.

The geometry in XYZ format:
```
50
C19H23F5NPTc ωB97M-V/def2-TZVPD
C 0.892 -3.367 -2.204
C 1.639 -2.198 -2.079
C 1.312 -1.221 -1.134
C 0.223 -1.480 -0.252
C -0.685 -2.497 -0.599
C -0.282 -3.516 -1.467
C 2.137 0.027 -1.132
C 2.119 0.818 -2.490
N 0.874 1.477 -2.803
Tc -0.360 -0.568 1.600
C -2.061 -2.510 0.005
P -2.366 -0.795 0.710
H 2.464 -1.995 -2.764
H -0.907 -4.401 -1.578
H 1.210 -4.134 -2.909
H -2.155 -3.242 0.824
H -2.873 -2.714 -0.709
H 1.792 0.687 -0.353
H 3.196 -0.220 -0.908
H 2.908 1.599 -2.466
C -3.936 -0.960 1.595
C -2.747 0.123 -0.833
H 2.361 0.155 -3.337
C -0.012 0.922 -3.786
C 0.531 2.757 -2.232
H -0.221 -1.725 2.864
H 0.238 1.308 -4.794
H 0.064 -0.178 -3.793
H -1.045 1.227 -3.553
H 0.905 3.595 -2.860
H -0.571 2.837 -2.199
H 0.931 2.883 -1.208
H -3.762 -0.091 -1.195
H -2.642 1.199 -0.647
H -2.024 -0.168 -1.603
H -4.571 -1.721 1.120
H -3.721 -1.249 2.630
H -4.438 0.013 1.586
H -1.057 -1.485 2.841
F 1.988 1.996 1.048
C 1.712 1.686 2.350
C 0.532 1.053 2.728
C 0.137 1.298 4.045
F -1.086 0.870 4.448
C 0.966 1.924 4.982
F 0.550 2.123 6.248
C 2.258 2.290 4.615
F 3.137 2.747 5.523
C 2.622 2.193 3.277
F 3.823 2.628 2.850
```

## Properties
Charge: +2
2S+1: 4
Kohn-Sham gap (alpha / beta) (eV): 6.61 / 5.49

Löwdin atomic charge list, values in e, 4 entries: atom 1 (C): -0.02, atom 2 (C): -0.04, atom 3 (C): -0.24, atom 4 (C): -0.16

# 4
ORCA calculation (ωB97M-V/def2-TZVPD) on a molecular structure, C19H23FN3NiO4SSi in a non-equilibrium geometry.

The geometry in XYZ format:
```
53
C19H23FN3NiO4SSi ωB97M-V/def2-TZVPD
Ni 0.144 -0.608 0.382
O -1.279 0.417 -0.359
C -2.337 -0.131 -0.951
C -3.569 0.578 -0.941
C -4.684 -0.003 -1.518
C -4.588 -1.261 -2.104
C -3.385 -1.999 -2.105
C -2.230 -1.393 -1.637
C -0.923 -1.881 -1.992
N 0.261 -1.601 -1.313
C 1.222 -2.119 -2.134
C 0.731 -2.746 -3.214
N -0.673 -2.628 -3.078
H -3.570 1.567 -0.465
H -5.654 0.458 -1.443
H -5.422 -1.678 -2.622
H -3.353 -3.041 -2.413
H 2.264 -2.020 -1.907
H 1.157 -3.460 -3.915
H -1.360 -2.821 -3.800
C 3.554 2.170 2.170
Si 3.003 1.105 0.719
C 3.521 -0.711 1.046
C 3.812 1.480 -0.939
N 1.233 0.990 0.866
C 0.579 2.194 0.938
C 0.831 3.398 0.195
C -0.002 4.516 0.250
C -1.085 4.535 1.123
C -1.395 3.379 1.849
C -0.602 2.224 1.739
F -1.030 1.082 2.408
H 4.664 2.141 2.115
H 3.318 1.687 3.136
H 3.177 3.234 2.116
H 4.589 -0.758 0.701
H 2.825 -1.322 0.459
H 3.491 -0.930 2.146
H 4.872 1.319 -0.739
H 3.746 2.596 -1.258
H 3.453 0.846 -1.729
H 1.748 3.422 -0.377
H 0.273 5.372 -0.350
H -1.625 5.502 1.290
H -2.251 3.415 2.563
C -0.723 -4.135 1.519
S -1.144 -2.556 2.205
O -1.109 -2.722 3.644
O -2.443 -2.158 1.618
O 0.054 -1.632 1.893
H -0.764 -4.895 2.255
H 0.272 -4.052 1.097
H -1.592 -4.366 0.861
```

## Properties
Charge: -1
2S+1: 3
Kohn-Sham gap (alpha / beta) (eV): 6.54 / 6.51

Löwdin atomic charge list, values in e, 4 entries: atom 1 (Ni): 0.64, atom 2 (O): -0.14, atom 3 (C): -0.29, atom 4 (C): 0.00

# 5
ORCA calculation (ωB97M-V/def2-TZVPD) on C19H23FN4O5S2 in the gas phase.

The geometry in XYZ format:
```
54
C19H23FN4O5S2 ωB97M-V/def2-TZVPD
C -5.199 -3.475 1.697
O -4.744 -2.213 1.274
C -3.410 -2.067 0.992
C -2.452 -3.063 1.108
C -1.125 -2.807 0.800
C -0.736 -1.544 0.372
N 0.616 -1.319 0.099
C 1.201 -0.192 -0.356
O 0.645 0.857 -0.623
C 2.726 -0.373 -0.529
C 3.412 0.979 -0.706
C 3.369 1.801 0.575
S 4.210 1.003 1.980
C 5.943 1.245 1.491
N 3.017 -1.231 -1.665
C 2.912 -2.587 -1.579
N 3.138 -3.254 -2.745
O 2.630 -3.166 -0.543
C -1.692 -0.541 0.251
C -3.017 -0.789 0.556
N -3.955 0.239 0.463
S -3.967 1.246 -0.888
O -5.223 1.932 -0.823
O -3.648 0.516 -2.080
C -2.642 2.396 -0.537
C -1.709 2.663 -1.521
C -0.660 3.522 -1.250
C -0.581 4.087 0.011
F 0.448 4.911 0.290
C -1.521 3.839 0.998
C -2.569 2.982 0.713
H -4.728 -3.777 2.638
H -5.021 -4.242 0.937
H -6.272 -3.364 1.850
H -2.726 -4.053 1.434
H -0.391 -3.593 0.892
H 1.224 -2.133 0.204
H 3.120 -0.877 0.362
H 4.445 0.820 -1.021
H 2.889 1.541 -1.484
H 3.829 2.778 0.427
H 2.338 1.941 0.896
H 6.120 2.301 1.304
H 6.550 0.909 2.324
H 6.171 0.653 0.609
H 2.988 -0.795 -2.573
H 3.571 -2.804 -3.531
H 3.213 -4.255 -2.683
H -1.398 0.436 -0.082
H -4.889 -0.049 0.722
H -1.807 2.170 -2.475
H 0.095 3.742 -1.987
H -1.418 4.305 1.965
H -3.321 2.749 1.449
```

## Properties
Structure (SMILES): COc1ccc(NC(=O)[C@H](CCSC)NC(N)=O)cc1NS(=O)(=O)c1ccc(F)cc1
Kohn-Sham gap (eV): 8.33

Löwdin atomic charge list, values in e, 4 entries: atom 1 (C): -0.08, atom 2 (O): -0.09, atom 3 (C): -0.21, atom 4 (C): -0.01

# 6
ORCA calculation (ωB97M-V/def2-TZVPD) on a molecular structure, C19H23IIrN5O4S in a non-equilibrium geometry.

The geometry in XYZ format:
```
54
C19H23IIrN5O4S ωB97M-V/def2-TZVPD
C 1.945 0.282 -4.481
I -1.653 0.141 -3.461
H 0.950 -0.035 -4.824
H 2.606 -0.587 -4.567
H 2.221 1.140 -5.118
C -0.768 3.835 0.274
C -1.994 3.389 -0.078
N -1.802 2.218 -0.777
C -0.469 1.948 -0.978
N 0.154 2.951 -0.264
H -0.511 4.697 0.879
H -2.982 3.798 0.123
C 2.171 -3.253 -0.613
C 1.012 -1.502 -1.476
N 2.054 -1.874 -0.663
H 0.876 -4.795 -1.525
N 0.436 -2.691 -1.820
H 2.941 -3.762 -0.052
Ir 0.267 0.310 -1.903
C 1.777 0.693 -3.084
O 2.592 1.351 -2.410
C 1.158 -3.765 -1.337
C -0.760 -2.918 -2.591
H -1.036 -3.972 -2.469
H -0.587 -2.697 -3.652
H -1.576 -2.293 -2.209
C 2.980 -1.047 0.073
H 3.916 -0.917 -0.487
H 3.208 -1.557 1.020
H 2.527 -0.082 0.317
C 1.543 3.181 0.014
H 1.747 4.250 -0.146
H 2.181 2.583 -0.636
H 1.748 2.979 1.073
C -2.987 1.508 -1.194
H -2.932 0.466 -0.883
H -3.084 1.600 -2.291
H -3.849 1.981 -0.715
O 0.838 2.120 3.424
S 0.968 0.727 3.040
O 2.144 0.006 3.468
N 0.639 0.492 1.449
C -0.491 -0.189 1.217
O -0.945 -0.452 0.058
C -1.187 -0.595 2.468
C -2.376 -1.310 2.658
C -2.812 -1.567 3.959
C -2.073 -1.118 5.066
C -0.887 -0.397 4.873
C -0.481 -0.150 3.565
H -2.925 -1.643 1.781
H -3.735 -2.122 4.131
H -2.414 -1.327 6.078
H -0.282 -0.030 5.699
```

## Properties
Charge: -2
2S+1: 5
Kohn-Sham gap (alpha / beta) (eV): 0.93 / 6.22

Löwdin atomic charge list, values in e, 4 entries: atom 1 (C): -0.12, atom 2 (I): 0.00, atom 3 (H): 0.00, atom 4 (H): 0.08

# 7
ORCA calculation (ωB97M-V/def2-TZVPD) on C19H23N3O4S in the gas phase.

The geometry in XYZ format:
```
50
C19H23N3O4S ωB97M-V/def2-TZVPD
O -3.577 -2.071 1.692
C -3.283 -1.600 0.614
N -4.183 -1.073 -0.247
C -5.578 -0.921 0.081
C -6.030 0.549 0.220
C -5.589 1.438 -0.956
C -4.287 2.083 -0.458
C -4.277 1.784 1.054
O -5.510 1.173 1.372
C -1.863 -1.544 0.131
C -1.516 -1.695 -1.214
C -0.192 -1.647 -1.593
C 0.807 -1.446 -0.641
C 2.213 -1.368 -1.046
O 2.594 -1.457 -2.194
N 3.126 -1.186 -0.011
C 4.506 -0.977 -0.404
C 4.686 0.474 -0.908
C 6.164 0.866 -0.946
C 6.389 1.372 0.478
C 5.025 1.965 0.844
O 4.062 1.392 -0.033
C 2.787 -1.066 1.308
S 3.870 -0.903 2.537
N 1.464 -1.131 1.622
C 0.460 -1.309 0.708
C -0.878 -1.364 1.088
H -3.857 -0.643 -1.097
H -5.729 -1.425 1.039
H -6.191 -1.406 -0.686
H -7.118 0.537 0.342
H -6.344 2.202 -1.133
H -5.461 0.869 -1.875
H -3.407 1.659 -0.941
H -4.285 3.155 -0.645
H -4.204 2.688 1.662
H -3.444 1.121 1.321
H -2.276 -1.884 -1.958
H 0.106 -1.765 -2.623
H 5.135 -1.167 0.466
H 4.743 -1.674 -1.209
H 4.188 0.563 -1.879
H 6.311 1.672 -1.665
H 6.806 0.030 -1.212
H 6.631 0.546 1.146
H 7.183 2.112 0.540
H 5.001 3.051 0.698
H 4.743 1.742 1.878
H 1.238 -1.045 2.605
H -1.162 -1.274 2.126
```

## Properties
Structure (SMILES): O=C(NC[C@@H]1CCCO1)c1ccc2c(=O)n(C[C@@H]3CCCO3)c(=S)[nH]c2c1
Kohn-Sham gap (eV): 8.33

Löwdin atomic charge list, values in e, 4 entries: atom 1 (O): 0.09, atom 2 (C): -0.46, atom 3 (N): 0.08, atom 4 (C): -0.11

# 8
ORCA calculation (ωB97M-V/def2-TZVPD) on C19H23NO2 in the gas phase.

The geometry in XYZ format:
```
45
C19H23NO2 ωB97M-V/def2-TZVPD
C -0.601 4.824 -4.482
C 0.727 4.557 -3.782
C 0.723 4.968 -2.309
C -0.112 4.038 -1.434
O 0.495 2.760 -1.459
C -0.074 1.744 -0.766
C -1.228 1.846 0.007
C -1.709 0.734 0.672
C -1.078 -0.499 0.567
C -1.631 -1.653 1.327
O -2.158 -1.530 2.416
N -1.545 -2.848 0.687
C -1.808 -4.094 1.365
C -0.513 -4.898 1.575
C 0.560 -4.001 2.128
C 1.628 -3.604 1.335
C 2.575 -2.716 1.815
C 2.460 -2.211 3.098
C 1.402 -2.607 3.899
C 0.460 -3.497 3.418
C 0.085 -0.593 -0.196
C 0.581 0.512 -0.849
H -0.870 5.875 -4.403
H -0.527 4.568 -5.536
H -1.402 4.230 -4.048
H 0.972 3.496 -3.847
H 1.513 5.115 -4.295
H 0.334 5.983 -2.206
H 1.747 4.953 -1.932
H -0.138 4.421 -0.404
H -1.141 3.975 -1.808
H -1.751 2.784 0.105
H -2.594 0.810 1.286
H -1.066 -2.893 -0.198
H -2.531 -4.685 0.793
H -2.250 -3.823 2.326
H -0.720 -5.721 2.261
H -0.188 -5.320 0.621
H 1.724 -3.997 0.330
H 3.399 -2.414 1.185
H 3.192 -1.510 3.472
H 1.308 -2.216 4.901
H -0.367 -3.795 4.045
H 0.630 -1.525 -0.248
H 1.486 0.455 -1.433
```

## Properties
Structure (SMILES): CCCCOc1ccc(C(=O)NCCc2ccccc2)cc1
Kohn-Sham gap (eV): 9.37

Löwdin atomic charge list, values in e, 4 entries: atom 1 (C): -0.11, atom 2 (C): -0.26, atom 3 (C): -0.18, atom 4 (C): -0.21

# 9
ORCA calculation (ωB97M-V/def2-TZVPD) on a molecular structure, C19H23NO5PrSb2 in a non-equilibrium geometry.

The geometry in XYZ format:
```
51
C19H23NO5PrSb2 ωB97M-V/def2-TZVPD
Pr 1.430 -1.492 0.795
O 1.205 -1.033 7.359
C 1.311 -1.104 6.030
C 2.421 -0.742 5.279
C 2.421 -0.953 3.927
N 1.393 -1.478 3.267
C 0.282 -1.767 3.941
C 0.213 -1.580 5.308
C -0.858 -2.202 3.014
O -1.909 -2.626 3.413
O -0.531 -1.991 1.756
C 3.544 -0.520 2.975
O 4.604 -0.158 3.435
O 3.203 -0.582 1.701
H 2.042 -0.852 7.785
H 3.304 -0.261 5.689
H -0.670 -1.865 5.857
C 1.554 -1.205 -4.811
Sb 1.100 -1.126 -2.797
C 0.969 -3.260 -2.427
C -1.039 -0.919 -3.116
C -1.434 0.516 -3.265
C -1.355 1.078 -4.561
C -1.506 2.427 -4.794
C -1.888 3.236 -3.725
C -2.089 2.673 -2.493
C -1.853 1.313 -2.226
C -2.024 0.847 -0.812
Sb -0.446 1.236 0.584
C 0.151 3.128 -0.004
C -1.622 1.497 2.310
H 0.855 -1.886 -5.303
H 2.597 -1.536 -4.909
H 1.507 -0.212 -5.285
H -0.053 -3.573 -2.571
H 1.414 -3.590 -1.461
H 1.590 -3.767 -3.171
H -1.557 -1.382 -2.250
H -1.255 -1.439 -4.042
H -1.149 0.434 -5.441
H -1.437 2.807 -5.804
H -2.088 4.272 -3.871
H -2.569 3.292 -1.759
H -2.274 -0.212 -0.691
H -2.787 1.513 -0.402
H -0.726 3.747 -0.044
H 0.678 3.108 -0.936
H 0.781 3.575 0.736
H -2.584 1.896 2.006
H -1.177 2.201 3.022
H -1.689 0.519 2.779
```

## Properties
Charge: +1
2S+1: 3
Kohn-Sham gap (alpha / beta) (eV): 7.63 / 7.74

Löwdin atomic charge list, values in e, 4 entries: atom 1 (Pr): 1.19, atom 2 (O): 0.13, atom 3 (C): -0.26, atom 4 (C): 0.09